Entry 1:
Entry from the Open Molecules 2025 dataset: a cluster of 2 separate species, C5H16N3 in total at a distorted geometry (ωB97M-V/def2-TZVPD).

Summary:
charge = +1
ΔE to the lowest compared entry with this formula, charge and spin = 32.9 kJ/mol
energy = -9909.3754 eV

Each line ends with the Löwdin charge.
Cartesian coordinates (Å):
C  0.812  -0.144  0.042  -0.20
C  -0.618  -0.600  -0.279  -0.06
C  2.141  -1.948  1.054  -0.43
N  1.399  -0.850  1.175  0.08
N  2.295  -2.530  -0.130  0.22
N  2.737  -2.460  2.129  0.21
H  1.483  -0.194  -0.805  0.12
H  0.788  0.903  0.318  0.12
H  -1.334  0.091  0.172  0.06
H  -0.857  -1.596  0.077  0.08
H  1.066  -0.634  2.101  0.17
H  1.661  -2.392  -0.900  0.13
H  3.002  -3.233  -0.275  0.14
H  2.687  -1.929  2.987  0.14
H  3.305  -3.285  2.063  0.13
H  -0.885  -0.576  -1.343  0.09
C  -2.494  2.422  -1.796  -0.16
C  -2.402  2.935  -0.349  -0.17
H  -1.510  2.174  -2.178  0.05
H  -3.024  1.468  -1.767  0.06
H  -3.099  3.111  -2.382  0.07
H  -3.381  2.920  0.121  0.06
H  -2.071  3.980  -0.299  0.07
H  -1.699  2.368  0.262  0.03

Forces on atoms 1 to 2 (eV/Å):
-0.720 0.201 0.008
-0.558 0.403 -0.373

***

Entry 2:
Entry from the Open Molecules 2025 dataset: a cluster of 2 separate species, C5H16N3O in total at a distorted geometry (ωB97M-V/def2-TZVPD).

Summary:
charge = +1
ΔE to the lowest compared entry with this formula, charge and spin = 410.5 kJ/mol
energy = -11953.2076 eV

Each line ends with the Löwdin charge.
Cartesian coordinates (Å):
C  1.333  2.244  -0.970  -0.02
C  0.401  1.112  -0.356  -0.28
C  -0.885  0.913  -1.142  -0.20
C  -1.989  -0.065  -0.659  -0.12
N  -1.652  -0.917  3.027  0.08
C  -1.965  -1.015  1.794  -0.27
N  -1.892  0.157  0.891  -0.07
N  1.289  -0.216  -0.314  0.22
H  2.384  2.161  -0.667  0.09
H  1.045  3.159  -0.564  0.07
H  1.219  2.202  -2.030  0.08
H  0.144  1.322  0.778  0.17
H  -0.726  0.637  -2.151  0.09
H  -1.335  1.989  -1.435  0.18
H  -1.671  -0.991  -0.710  0.04
H  -2.983  0.468  -0.953  0.16
H  -1.398  -0.094  3.514  0.03
H  -2.465  -2.018  1.562  0.14
H  -2.421  1.009  0.996  0.11
H  0.922  -1.031  0.222  0.17
H  2.128  0.126  0.096  0.12
H  1.428  -0.665  -1.249  0.17
H  3.625  -2.476  -2.223  0.02
H  4.310  -2.514  -0.801  0.10
O  3.775  -1.948  -1.450  -0.08

Forces on atoms 1 to 2 (eV/Å):
-0.307 -2.641 0.916
0.324 0.468 1.550

***

Entry 3:
Entry from the Open Molecules 2025 dataset: a structure of composition C5H16N3OsS at a distorted geometry (ωB97M-V/def2-TZVPD).

Summary:
charge = +1
multiplicity = 5
ΔE to the lowest compared entry with this formula, charge and spin = 59.0 kJ/mol
<S²> = 6.015
energy = -23206.9633 eV

Each line ends with the Löwdin charge.
Cartesian coordinates (Å):
C  -1.971  1.636  -2.565  -0.05
Os  1.417  -1.691  -1.700  0.74
N  1.546  -2.087  -3.663  -0.15
H  1.366  0.032  -2.008  -0.14
H  2.372  -1.683  -4.104  0.07
H  -2.105  1.330  -3.566  0.00
H  -1.873  2.711  -2.540  0.02
H  -0.990  1.274  -2.170  -0.02
H  -2.731  1.236  -1.872  0.02
H  1.703  -3.096  -3.628  0.05
H  0.842  -2.003  -4.414  0.10
S  -0.410  -1.362  -0.746  0.42
C  -0.285  -0.660  0.888  -0.65
N  -1.306  -0.159  1.625  0.05
C  -1.103  0.485  2.928  -0.15
C  0.264  1.130  2.966  -0.16
C  1.351  0.160  2.561  -0.14
N  0.967  -0.487  1.283  -0.01
H  -2.236  -0.414  1.321  0.15
H  -1.217  -0.254  3.732  0.13
H  -1.886  1.235  3.041  0.13
H  0.475  1.491  3.972  0.13
H  0.292  2.004  2.302  0.13
H  1.515  -0.618  3.322  0.13
H  2.304  0.671  2.393  0.13
H  1.699  -0.884  0.642  0.06

Forces on atoms 1 to 2 (eV/Å):
1.267 -0.270 1.937
1.842 1.063 0.783

***

Entry 4:
Entry from the Open Molecules 2025 dataset: a cluster of 2 separate species, C5H16N4 in total at a distorted geometry (ωB97M-V/def2-TZVPD).

Summary:
ΔE to the lowest compared entry with this formula, charge and spin = 473.8 kJ/mol
energy = -11400.6259 eV

Each line ends with the Löwdin charge.
Cartesian coordinates (Å):
C  1.798  -0.555  0.752  -0.36
C  0.216  1.451  -1.347  -0.24
C  2.806  -0.961  -0.311  -0.13
C  1.477  -1.674  1.730  -0.13
N  -0.462  0.598  -0.409  -0.11
H  0.825  -0.269  0.252  0.03
H  2.145  0.331  1.286  0.10
H  1.079  1.916  -0.862  0.07
H  0.544  0.935  -2.264  0.06
H  -0.446  2.278  -1.644  0.06
H  3.751  -1.262  0.145  0.06
H  2.435  -1.804  -0.892  0.07
H  2.375  -1.986  2.272  0.06
H  1.091  -2.547  1.200  0.07
H  0.733  -1.354  2.460  0.06
H  3.017  -0.136  -0.990  0.06
N  -2.674  0.316  -1.952  0.07
N  -2.285  0.491  1.610  0.09
C  -2.830  0.400  0.347  -0.18
N  -2.059  0.494  -0.692  -0.17
H  -3.475  0.933  -2.087  0.09
H  -2.007  0.484  -2.698  0.08
H  -2.855  0.948  2.308  0.09
H  -1.310  0.782  1.545  0.07
H  -3.887  0.191  0.239  0.13

Forces on atoms 1 to 2 (eV/Å):
-0.856 0.052 -0.537
-1.202 0.415 -0.823

***

Entry 5:
Entry from the Open Molecules 2025 dataset: a cluster of 2 separate species, C5H16N4 in total at a distorted geometry (ωB97M-V/def2-TZVPD).

Summary:
ΔE to the lowest compared entry with this formula, charge and spin = 372.2 kJ/mol
energy = -11401.6782 eV
SMILES = [H]/N=C\CC.CCN(N)N

Each line ends with the Löwdin charge.
Cartesian coordinates (Å):
H  -1.337  -0.634  -1.853  0.07
N  -1.526  -0.305  -0.904  0.09
C  -1.049  -1.052  0.009  -0.28
C  -0.401  -2.394  -0.173  -0.25
C  -1.410  -3.511  0.108  -0.10
H  -1.252  -0.754  1.033  0.12
H  -0.013  -2.491  -1.192  0.11
H  0.441  -2.478  0.520  0.10
H  -1.815  -3.419  1.116  0.08
H  -0.932  -4.486  0.026  0.07
H  -2.239  -3.465  -0.598  0.08
C  1.578  1.458  -1.128  -0.13
C  1.309  0.850  0.238  -0.16
N  0.128  1.772  1.083  -0.31
N  0.694  2.867  1.724  -0.01
N  -0.917  2.194  0.303  -0.02
H  1.806  2.523  -1.051  0.06
H  2.424  0.974  -1.616  0.07
H  0.698  1.355  -1.770  0.05
H  2.155  0.978  0.915  0.08
H  1.185  -0.228  0.177  0.05
H  1.263  2.551  2.498  0.07
H  1.233  3.476  1.104  0.07
H  -0.638  2.853  -0.429  0.06
H  -1.384  1.363  -0.141  0.03

Forces on atoms 1 to 2 (eV/Å):
0.087 -0.219 0.143
0.130 -0.339 0.210

***

Entry 6:
Entry from the Open Molecules 2025 dataset: a cluster of 2 separate species, C5H16NO in total at a distorted geometry (ωB97M-V/def2-TZVPD).

Summary:
charge = +1
ΔE to the lowest compared entry with this formula, charge and spin = 230.4 kJ/mol
energy = -8974.1273 eV

Each line ends with the Löwdin charge.
Cartesian coordinates (Å):
C  -0.717  0.572  0.377  -0.10
C  0.395  -0.191  -0.500  -0.27
C  0.927  1.111  -1.362  -0.05
C  -0.146  -1.109  -1.612  -0.22
C  1.104  -2.032  -1.950  -0.09
N  -1.181  -0.097  1.666  0.19
H  -0.504  1.579  0.640  0.11
H  -1.535  0.646  -0.235  0.10
H  1.235  -0.477  0.089  0.12
H  1.695  0.777  -2.075  0.08
H  1.556  1.690  -0.796  0.04
H  0.110  1.623  -2.002  0.13
H  -0.360  -0.584  -2.491  0.08
H  -1.128  -1.575  -1.354  0.12
H  1.608  -2.482  -1.080  0.06
H  1.841  -1.391  -2.409  0.06
H  0.839  -3.043  -2.483  0.11
H  -1.551  -0.980  1.311  0.17
H  -1.845  0.316  2.258  0.12
H  -0.476  -0.209  2.374  0.14
H  -0.072  1.702  4.299  0.08
H  -1.292  2.285  3.900  0.10
O  -0.504  1.869  3.432  -0.07

Forces on atoms 1 to 2 (eV/Å):
2.073 -0.759 0.659
-1.803 4.766 -1.490

***

Entry 7:
Entry from the Open Molecules 2025 dataset: a cluster of 2 separate species, C5H16NO in total at a distorted geometry (ωB97M-V/def2-TZVPD).

Summary:
charge = +1
ΔE to the lowest compared entry with this formula, charge and spin = 129.6 kJ/mol
energy = -8975.1721 eV

Each line ends with the Löwdin charge.
Cartesian coordinates (Å):
C  -0.333  0.966  -1.507  -0.15
C  0.997  1.008  -0.732  -0.18
C  0.932  0.281  0.582  -0.28
C  0.875  -1.219  0.542  -0.29
C  2.159  -1.826  -0.026  -0.10
N  -1.599  1.066  -0.697  0.19
H  -0.273  -0.026  -2.043  0.15
H  -0.362  1.616  -2.360  0.12
H  1.698  0.748  -1.494  0.11
H  1.319  2.037  -0.418  0.14
H  1.814  0.564  1.215  0.14
H  0.222  0.555  1.385  0.11
H  0.615  -1.627  1.607  0.14
H  0.020  -1.584  -0.058  0.10
H  2.848  -1.028  -0.304  0.07
H  1.898  -2.553  -0.798  0.08
H  2.772  -2.327  0.755  0.09
H  -2.447  0.891  -1.224  0.17
H  -1.452  0.457  0.136  0.09
H  -1.655  2.052  -0.444  0.17
H  -2.562  0.422  2.164  0.08
H  -2.743  -1.027  1.835  0.09
O  -2.291  -0.238  1.511  -0.04

Forces on atoms 1 to 2 (eV/Å):
0.856 -2.098 -1.525
-1.611 2.837 1.170

***

Entry 8:
Entry from the Open Molecules 2025 dataset: a cluster of 3 separate species, C5H16NO2 in total at a distorted geometry (ωB97M-V/def2-TZVPD).

Summary:
multiplicity = 2
ΔE to the lowest compared entry with this formula, charge and spin = 172.5 kJ/mol
<S²> = 0.751
energy = -11025.7288 eV

Each line ends with the Löwdin charge.
Cartesian coordinates (Å):
C  0.417  0.591  3.527  -0.13
C  -0.321  0.994  2.268  -0.27
C  0.633  1.444  1.144  -0.18
C  0.352  0.880  -0.221  -0.38
C  0.185  1.572  -1.342  0.03
N  0.313  -0.603  -0.379  0.14
H  0.951  -0.350  3.438  0.06
H  1.174  1.330  3.796  0.07
H  -0.222  0.456  4.393  0.07
H  -0.985  0.182  1.951  0.08
H  -0.954  1.840  2.519  0.10
H  1.659  1.241  1.414  0.11
H  0.570  2.526  0.983  0.11
H  0.244  1.140  -2.324  0.03
H  0.092  2.669  -1.328  0.07
H  -0.564  -0.920  -0.894  0.08
H  1.155  -0.932  -0.848  0.11
H  0.397  -1.049  0.554  0.08
H  0.185  -1.931  -3.514  0.02
H  -0.061  -0.557  -4.186  0.03
O  0.422  -0.985  -3.473  -0.11
H  -1.942  -3.985  -2.569  0.02
H  -2.152  -2.413  -2.567  0.00
O  -1.549  -3.139  -2.343  -0.14

Forces on atoms 1 to 2 (eV/Å):
0.486 -0.132 0.401
-0.017 0.075 0.115

***

Entry 9:
Entry from the Open Molecules 2025 dataset: a cluster of 3 separate species, C5H16NO2 in total at a distorted geometry (ωB97M-V/def2-TZVPD).

Summary:
charge = +1
ΔE to the lowest compared entry with this formula, charge and spin = 227.6 kJ/mol
energy = -11021.5219 eV

Each line ends with the Löwdin charge.
Cartesian coordinates (Å):
C  1.923  -0.431  -0.359  -0.15
C  1.981  1.038  -0.314  -0.23
C  0.467  1.722  -0.670  -0.13
C  -0.453  1.034  0.206  -0.33
C  -0.445  1.409  1.525  0.12
N  -1.475  0.048  -0.225  0.21
H  3.041  -0.871  -0.171  0.15
H  1.403  -0.879  0.484  0.06
H  1.540  -0.858  -1.249  0.05
H  2.254  1.371  0.713  0.11
H  2.684  1.519  -1.035  0.12
H  0.579  1.598  -1.776  0.12
H  0.445  2.857  -0.527  0.14
H  -1.034  0.984  2.242  0.02
H  0.301  2.096  1.964  0.11
H  -1.067  -0.881  -0.479  0.12
H  -2.026  -0.278  0.649  0.15
H  -2.134  0.290  -0.862  0.12
H  -1.017  -1.976  2.000  0.09
H  -2.328  -1.394  2.469  0.11
O  -1.509  -1.151  1.989  -0.04
H  -1.495  -3.033  -1.900  0.09
H  -0.615  -2.052  -2.775  0.07
O  -1.018  -2.160  -1.898  -0.07

Forces on atoms 1 to 2 (eV/Å):
3.440 -1.979 1.436
-1.169 3.242 0.178

***

Entry 10:
Entry from the Open Molecules 2025 dataset: a cluster of 3 separate species, C5H16NO3 in total at a distorted geometry (ωB97M-V/def2-TZVPD).

Summary:
charge = +1
ΔE to the lowest compared entry with this formula, charge and spin = 206.4 kJ/mol
energy = -13069.7221 eV

Each line ends with the Löwdin charge.
Cartesian coordinates (Å):
C  0.356  -2.108  2.314  -0.23
O  0.917  -1.086  3.142  -0.09
C  -0.384  -1.292  1.236  -0.18
C  0.221  0.077  0.882  -0.16
C  -0.450  0.747  -0.268  -0.31
C  -1.621  1.353  -0.144  0.10
N  0.152  0.581  -1.612  0.22
H  1.158  -2.736  1.793  0.13
H  -0.276  -2.785  2.911  0.13
H  0.616  -1.108  4.060  0.10
H  -1.456  -1.199  1.529  0.12
H  -0.433  -2.041  0.380  0.12
H  0.117  0.616  1.835  0.13
H  1.270  0.283  0.684  0.13
H  -2.214  1.520  0.764  0.10
H  -2.231  1.686  -0.958  0.07
H  0.919  1.247  -1.803  0.12
H  -0.584  0.792  -2.282  0.12
H  0.455  -0.391  -1.803  0.19
H  -2.449  -0.761  -1.758  0.05
H  -2.885  -0.224  -3.195  0.09
O  -2.133  -0.465  -2.619  -0.05
H  2.922  2.767  -1.315  0.07
H  3.357  1.763  -2.489  0.06
O  2.678  2.019  -1.869  -0.03

Forces on atoms 1 to 2 (eV/Å):
0.822 0.779 -0.282
0.551 -0.327 0.698

***

Going through the records in order, we get molar mass values of 118.20 134.20 340.50 132.21 132.21 106.19 106.19 122.19 122.19 138.19 g/mol.